Record 1
6
Properties=species:S:1:pos:R:3:forces:R:3 method="wB97M-V/def2-TZVPD" e_homo_ev="-1.53 / -4.96" homo_lumo_gap_ev="5.178 / 7.755" s_squared=2.0170 spin_multiplicity=3 energy_ha=-3177.9734 charge=-1 e_lumo_ev="3.6 / 2.8"
N -2.146 0.750 0.728 -0.8 0.3 0.1
O 1.353 -1.970 0.075 -0.3 -0.8 0.8
O 2.057 0.405 -0.180 -0.3 -0.1 0.0
S 1.446 -0.803 -0.807 1.6 0.5 -1.4
Br -1.178 0.070 -0.669 -0.1 -0.4 -0.2
H -1.533 1.548 0.854 -0.1 0.6 0.6


Record 2
14
Properties=species:S:1:pos:R:3:forces:R:3 method="wB97M-V/def2-TZVPD" e_homo_ev=-13.81 relative_energy_ev=1.799 homo_lumo_gap_ev=9.948 energy_ha=-5375.7282 charge=+1 e_lumo_ev=-3.9
C 1.015 -0.041 -0.733 1.3 -1.9 1.7
C 0.285 -0.116 0.693 0.5 -2.3 -0.4
C -1.036 -0.056 -0.119 -0.9 -0.4 0.6
N 0.345 0.922 1.701 -0.7 -1.4 -1.5
N -0.276 -0.396 -1.398 -0.6 3.7 -0.4
Br -1.647 1.717 -0.067 -0.8 0.5 -0.8
Br -2.521 -1.381 0.144 1.3 0.9 -0.1
H 1.570 0.865 -0.976 -0.9 0.2 -0.5
H 1.655 -0.925 -0.942 0.1 0.9 0.6
H 0.516 -1.244 0.959 -0.8 2.1 0.3
H 1.263 1.073 1.998 1.6 0.3 0.8
H -0.252 0.671 2.476 0.1 0.0 0.3
H -0.425 0.265 -2.206 -0.6 -1.3 0.6
H -0.493 -1.356 -1.530 0.4 -1.2 -1.0


Record 3
70
Properties=species:S:1:pos:R:3:forces:R:3 method="wB97M-V/def2-TZVPD" e_homo_ev=-4.99 homo_lumo_gap_ev=7.191 energy_ha=-5053.4652 charge=-1 e_lumo_ev=2.2
C -4.852 2.878 2.189 -0.2 -0.4 0.0
C -4.099 1.932 2.195 0.2 -0.5 0.1
C -3.202 0.701 2.102 -0.9 1.7 -0.8
C -3.178 0.317 0.568 -1.2 0.2 0.1
C -2.850 -1.173 0.294 0.0 -0.2 2.3
P -1.630 -1.688 -1.068 -0.7 3.2 -1.0
Br -0.797 -3.373 0.430 0.5 -1.6 0.8
C -0.292 -0.552 -0.240 1.3 -0.7 0.9
C 1.185 -0.880 -0.675 -0.2 1.0 0.4
C 2.217 -0.722 0.493 0.3 -0.3 -0.4
C 2.167 -1.831 1.569 0.3 0.4 0.6
N 2.517 -3.172 1.067 0.1 0.1 0.1
C -2.108 -0.336 -2.347 0.8 0.3 -1.8
C -0.849 0.276 -3.100 -0.9 0.5 -0.1
C -0.466 1.700 -2.673 1.8 0.0 0.0
C -1.326 2.688 -2.184 -0.3 0.4 0.3
C -0.882 3.984 -1.794 0.4 -1.0 -0.5
C 0.478 4.299 -1.924 -0.5 -0.3 -0.1
C 1.366 3.330 -2.454 -0.3 0.5 0.2
C 0.918 2.059 -2.815 -0.8 0.3 0.2
C -2.855 -2.923 -1.957 0.4 -1.3 -0.5
Cl -4.576 -2.348 -2.132 0.4 0.2 0.3
C -2.902 -4.405 -1.516 -2.4 0.0 -0.3
C -3.816 -4.725 -0.277 1.3 -0.8 0.0
Cl -3.875 -5.255 -2.910 0.6 -0.4 -0.1
H -5.651 3.607 2.172 0.7 -0.3 0.0
H -2.209 1.039 2.448 -0.3 -0.7 0.0
H -3.651 -0.092 2.725 0.5 0.3 -0.2
H -2.574 1.092 0.067 0.0 -0.6 0.1
H -4.226 0.498 0.233 0.7 0.0 0.0
H -3.794 -1.755 0.384 0.5 0.4 -0.7
H -2.356 -1.500 1.242 0.0 0.1 -0.8
H -0.629 -2.120 -2.014 0.0 -0.6 0.1
H -0.515 0.529 -0.289 0.2 -0.4 -0.4
H -0.277 -0.799 0.846 -0.4 0.2 -0.6
H 1.486 -0.178 -1.482 -0.1 -0.5 0.4
H 1.292 -1.905 -1.081 -0.3 0.4 0.1
H 3.237 -0.762 0.036 -0.5 0.0 0.3
H 2.161 0.272 0.984 -0.3 -0.6 -0.3
H 1.209 -1.850 2.138 0.3 0.2 -0.6
H 2.944 -1.570 2.331 -0.5 -0.1 -0.4
H 2.075 -3.849 1.685 0.1 0.0 -0.3
H 2.100 -3.342 0.154 -0.1 0.1 0.3
H -2.668 -0.757 -3.211 -0.1 0.0 0.9
H -2.698 0.517 -1.991 0.0 -0.5 0.2
H -1.094 0.382 -4.186 0.0 -0.2 0.6
H 0.010 -0.428 -3.106 -0.3 0.6 0.4
H -2.395 2.472 -2.053 0.5 0.0 -0.1
H -1.619 4.703 -1.407 0.5 -0.4 -0.2
H 0.813 5.297 -1.603 0.1 -0.6 -0.3
H 2.420 3.624 -2.563 -0.4 -0.3 0.0
H 1.625 1.313 -3.213 -0.4 0.4 0.2
H -2.472 -2.938 -3.002 -0.2 0.2 0.7
H -1.978 -4.987 -1.552 -0.1 0.8 0.2
H -4.843 -4.969 -0.585 0.4 0.6 0.2
H -3.751 -3.951 0.504 -0.1 -0.3 -0.5
H -3.394 -5.663 0.153 -0.3 0.6 -0.1
C 5.648 0.545 2.755 -0.3 -0.3 0.0
C 5.245 1.904 2.234 0.3 -0.8 0.3
C 5.435 3.027 3.218 0.3 0.3 0.0
O 4.461 3.975 2.781 -0.1 -0.2 -0.1
C 3.463 3.265 2.176 -0.3 -0.1 -0.1
O 2.415 3.719 1.858 0.1 0.0 0.1
O 3.836 1.967 1.993 0.0 0.6 0.1
H 6.731 0.480 2.874 0.0 0.1 0.0
H 5.176 0.338 3.718 0.0 0.1 0.0
H 5.321 -0.238 2.069 0.1 0.0 0.0
H 5.755 2.109 1.287 0.0 0.1 0.0
H 6.436 3.455 3.183 -0.1 0.2 -0.1
H 5.203 2.743 4.249 0.0 -0.2 -0.1


Record 4
10
Properties=species:S:1:pos:R:3:forces:R:3 method="wB97M-V/def2-TZVPD" e_homo_ev=-9.55 relative_energy_ev=2.880 homo_lumo_gap_ev=8.420 energy_ha=-698.5695 charge=0 e_lumo_ev=-1.1
C -0.420 1.343 0.402 -2.8 -0.6 -0.1
N 0.912 -0.528 0.510 -1.0 1.3 -0.1
N 0.758 0.686 0.260 5.1 -3.1 0.1
O -0.958 -0.638 -1.239 -0.4 -0.9 -0.3
O 0.502 -2.565 -0.990 0.8 -0.2 0.0
S -0.475 -1.708 -0.375 -2.0 -0.8 -0.5
H -1.096 0.967 -0.451 0.9 0.9 1.1
H -0.938 1.139 1.350 0.0 0.0 -0.2
H -0.075 2.317 0.292 -0.6 2.2 0.0
H 1.791 -1.013 0.242 0.1 1.2 0.1